1.
Below is C26H21Cl2HfN4O2P as an isolated structure, with properties calculated with wB97M-V/def2-TZVPD.

Properties
Net charge   +2
LUMO level   -7.4 eV
Energy above the lowest of the compared OMol25 structures with the same formula, charge and spin   0.000 eV
HOMO   -0.483 Ha

Positions of all 57 atoms, in Å:
Hf 10.1049 9.9173 7.4361
Cl 9.7198 16.5878 9.7312
Cl 6.6370 15.6146 9.8109
P 10.9234 8.2185 9.5206
O 12.8134 13.1215 8.1284
O 6.0428 10.9212 8.2965
N 8.2508 8.6496 6.7295
N 8.3475 11.0131 7.9114
N 12.2137 10.0505 6.4419
N 10.9026 11.7648 7.9842
C 7.1068 6.9083 5.5727
C 9.5789 8.6528 11.9053
C 11.5504 6.5725 9.0841
C 5.8791 7.4322 5.9834
C 12.7272 9.2790 5.4827
C 5.8344 8.5691 6.8016
C 12.2545 12.0899 7.7728
C 14.8708 10.2710 5.8038
C 7.6165 13.2395 8.8527
C 9.9538 12.7269 8.5099
C 14.3311 11.1149 6.7453
C 9.5924 7.9104 10.7247
C 12.1957 9.1136 10.4382
C 8.2763 7.5228 5.9906
C 7.0524 9.1362 7.1153
C 12.9875 11.0240 6.9984
C 7.8163 6.5567 11.5592
C 7.9135 14.5318 9.2976
C 14.0599 9.3306 5.1635
C 7.7775 7.2731 12.7375
C 10.2533 14.0394 8.9497
C 7.0491 10.4761 7.8554
C 9.2776 14.9424 9.3392
C 8.6719 6.8805 10.5346
C 8.6747 8.3147 12.8986
C 8.6108 12.3413 8.4276
H 11.8727 5.9967 9.9615
H 8.6841 8.9397 13.7783
H 10.8145 6.0384 8.5115
H 12.0555 8.5957 4.9583
H 4.9178 8.9884 7.1266
H 14.4359 8.6842 4.3597
H 10.2314 9.5067 12.0463
H 4.9445 6.9591 5.7073
H 6.5915 12.9210 8.8305
H 7.1156 5.7601 11.4278
H 12.3913 6.6795 8.4401
H 15.9093 10.3564 5.5054
H 11.8092 10.1105 10.6494
H 9.2596 7.1810 5.6698
H 8.6417 6.3594 9.5629
H 12.4734 8.5651 11.3327
H 14.9322 11.9005 7.2392
H 11.2658 14.3738 8.9987
H 7.1559 6.0490 4.9288
H 13.0295 9.2060 9.7635
H 7.0905 7.0329 13.5203

Atom charges from the natural (NBO) analysis, given in e for atoms 1 to 2: 2.46 0.07

***

2.
Below is C39H106AsF6N16O16 as an isolated structure, with properties calculated with wB97M-V/def2-TZVPD.

Properties
Net charge   -1
LUMO level   2.0 eV
HOMO   -0.207 Ha

Positions of all 184 atoms, in Å:
As -0.3848 -0.5249 0.9504
F 0.2185 -2.1251 1.3240
F -1.1467 -0.5567 2.5078
F 0.4707 -0.5611 -0.5763
F 1.0998 0.1754 1.5895
F -1.7809 -1.2291 0.2074
F -0.8602 1.0810 0.5917
O -8.3711 -0.7406 2.2314
O 3.3525 0.4476 -3.9103
O 0.3609 -0.4379 -6.6744
O 5.8317 -3.5381 4.9157
O 5.2988 -2.2295 0.1628
O -2.0944 3.9437 1.4656
O 0.2872 3.8756 -0.3888
O -3.9234 3.2192 -0.3832
O 6.6611 2.7439 -7.8794
O -1.9399 3.1478 -2.0895
O 2.8494 3.4007 3.9597
O -3.6663 -1.0570 -3.6633
O -5.0275 -7.5487 -1.6658
O -4.3492 -4.3312 1.6990
O 1.3520 9.6342 3.3992
O -0.7376 -5.3707 4.9031
N -1.4195 2.5314 3.1482
N 2.4511 4.3861 -0.8601
N -1.0110 -3.2695 4.0688
N -1.9494 4.7336 3.5852
N 1.9076 2.2502 -0.1543
N 0.1573 -4.8461 2.8790
N 4.2492 -2.0608 2.8951
N -5.7558 1.9183 0.0587
N -0.8680 -1.1037 -4.0637
N 4.6731 2.1243 -6.0152
N -5.9142 -0.9726 1.0425
N 2.7590 7.0578 4.0522
N -2.2530 2.0665 -4.0842
N -4.2543 -7.1281 0.9947
N -0.5614 1.4731 -2.5999
N -3.6897 0.9767 0.0214
C 3.4215 -2.3200 1.7294
C 1.4332 3.5012 -0.4366
C 1.3900 10.8938 2.7803
C -4.7488 -6.6011 2.2755
C 7.7668 2.2639 -8.5804
C 2.3504 9.4569 4.3638
C -1.6193 2.3051 -2.8917
C 4.0438 -1.6848 0.5042
C 2.3382 2.4073 3.0678
C -4.3890 2.1543 -0.0730
C 1.0786 -0.8242 -5.5252
C 3.7256 -2.7631 4.0774
C -9.5050 -0.0996 2.7800
C 6.9434 3.0725 -6.5250
C -3.2292 -3.6602 1.1590
C -4.6765 -0.8583 3.1081
C 5.8515 -1.5460 -0.9468
C 2.9640 -0.0359 -2.6626
C -4.0542 -5.3172 2.6556
C -5.0261 -8.2844 0.5897
C 2.7059 5.6841 4.5857
C 5.0862 0.8477 -5.4849
C 4.7388 0.6251 -4.0249
C 2.2375 8.0590 4.9491
C -4.6255 -8.6282 -0.8358
C -4.9077 -0.5053 -3.2542
C -5.9926 -1.2616 2.5057
C -0.6038 -4.5692 3.9926
C 2.7349 4.7042 3.4404
C -4.9251 -7.8649 -3.0292
C 0.2806 -1.7871 -4.6638
C 5.5917 3.2221 -5.8120
C 4.7097 -2.7096 5.2183
C 1.0252 0.5743 -7.4021
C -7.2142 -0.4981 2.9831
C -1.7935 3.7582 2.6173
C -2.7847 -1.2081 -2.5638
C 6.7054 -3.5765 6.0159
C -1.5453 -1.9267 -3.0491
H 7.4788 4.0274 -6.4737
H -0.0801 1.6532 -1.7357
H 7.5449 2.2624 -6.0984
H -4.9304 -9.1536 1.2453
H -9.8720 -0.5877 3.6858
H -2.9763 -5.5147 2.6967
H 3.3823 9.5616 3.9976
H 5.1631 -2.4940 2.7871
H -3.9845 -8.3823 -3.2484
H -9.2267 0.9549 2.8955
H -5.3853 -1.7486 0.6349
H 3.3403 -3.3979 1.5027
H 0.3271 -4.1278 2.1962
H 3.1594 0.6304 -1.8139
H 7.9087 1.1788 -8.4858
H -1.6932 4.5281 4.5315
H 8.7205 2.7157 -8.2732
H 3.5965 -3.8261 3.8173
H -4.6805 -0.9045 4.2011
H -2.5056 -4.4520 0.9062
H 0.3363 -5.8272 2.7825
H -4.3749 -4.9997 3.6520
H -2.9715 2.6629 -4.4445
H 5.4979 -2.0154 -1.8699
H -1.9311 -2.8535 -3.5065
H 3.5507 5.5610 5.2801
H 1.0739 11.6973 3.4674
H -1.6316 -2.9622 4.7940
H 3.7375 7.2482 3.8724
H 1.2079 7.8681 5.2611
H 3.5160 4.8831 2.6887
H -0.8586 -2.1711 -2.2403
H 3.4479 -0.9466 -2.2805
H -5.8360 -6.4269 2.3026
H -6.9352 0.5551 2.7695
H -4.5093 -6.3861 0.3428
H -0.0858 -2.5633 -5.3547
H -6.1245 -8.1880 0.5030
H -3.4450 -3.1278 0.2400
H -3.2475 -1.8205 -1.7756
H -2.6926 1.0298 0.1474
H 4.5617 0.0463 -6.0181
H 5.2704 -0.2602 -3.6513
H 2.3676 1.4704 3.6161
H -5.7682 -8.5008 -3.3242
H 7.1894 -2.6051 6.1949
H 2.8823 2.0505 -0.2637
H -7.3470 -0.5154 4.0712
H -1.1379 2.4615 4.1094
H -5.3129 -1.1451 -2.4644
H 1.3250 1.5226 0.2179
H -1.5499 -1.0166 -4.8121
H 6.1728 -3.8113 6.9440
H -3.5462 -8.7904 -0.9343
H -1.2110 1.7108 2.5959
H 3.0416 2.3786 2.2299
H 4.2151 -3.1172 6.1060
H 1.3452 2.6594 2.6942
H 7.4939 -4.2910 5.7904
H -4.4239 0.1589 2.8071
H -4.1595 0.1772 0.4236
H 4.4408 2.0543 -6.9942
H 2.1695 5.1711 -1.4133
H 0.3905 1.4442 -7.5784
H 5.1380 4.1424 -6.1799
H 0.9725 -2.2263 -3.9462
H 1.4762 0.0190 -4.9521
H 1.3574 0.1684 -8.3637
H 5.0649 -1.6790 5.3279
H 1.8013 5.5619 5.1826
H -6.8011 -1.1786 0.5808
H 7.6926 2.4870 -9.6465
H 2.1808 10.1878 5.1682
H 5.7937 3.3168 -4.7421
H 2.4036 11.0891 2.4184
H -1.9246 1.3691 -4.7288
H 5.0922 1.4895 -3.4391
H 2.4317 -1.9003 1.8869
H 2.7656 -2.3455 4.3845
H 2.7645 8.0775 5.9267
H -5.1636 -9.5164 -1.1996
H 1.9214 0.9398 -6.8928
H -0.9826 -2.6707 3.2596
H 5.5169 -0.5020 -0.9845
H 4.1783 -0.6242 0.7670
H 1.9039 -0.2784 -2.6829
H 1.7939 4.8422 2.8894
H -2.6892 -3.0875 1.9133
H 3.3388 3.9292 -0.9654
H -0.3702 0.6537 -3.1620
H -4.5549 -7.3730 3.0283
H 1.9568 -1.4266 -5.8229
H 3.2863 -1.7249 -0.2894
H -4.7916 0.5257 -2.9074
H -6.2364 -2.3257 2.6254
H -3.8872 -1.5311 2.7840
H -6.0214 1.1010 0.5902
H -10.3045 -0.1400 2.0400
H 6.1333 0.5840 -5.7062
H -6.3633 2.7162 0.0671
H -2.3146 5.6269 3.3238
H -4.9441 -6.9512 -3.6195
H -5.5417 -0.5002 -4.1393
H 6.9340 -1.5334 -0.8333
H 0.6329 10.9434 1.9995
H -2.5647 -0.2045 -2.1899

Atom charges from the Löwdin analysis, given in e for atoms 1 to 2: 0.77 -0.25

***

3.
Below is an isolated ion of composition C5H11N3 and charge +2, with properties calculated with wB97M-V/def2-TZVPD.

Properties
Net charge   +2
LUMO level   -9.8 eV
Energy above the lowest of the compared OMol25 structures with the same formula, charge and spin   5.216 eV
HOMO   -0.730 Ha
SMILES   [H]/N=C/[N+]1=C(CC[NH3+])C1

Positions of all 19 atoms, in Å:
N 1.4258 -2.0677 0.1062
N -1.2979 -1.1734 -0.1201
N 1.5006 0.3491 -0.0783
C 1.8463 1.7944 0.1775
C 2.0722 -0.9806 -0.0475
C -0.9078 1.3529 -0.1940
C 0.5613 1.2583 -0.1797
C -1.6808 0.1627 0.4351
H 3.0981 -0.7646 -0.0321
H 2.0889 2.0234 1.1698
H -2.0008 -1.8014 0.1507
H -1.4130 -1.1080 -1.1136
H 2.4506 2.2211 -0.5993
H 1.7750 -3.0104 0.0677
H -1.5866 0.0291 1.4332
H -2.7003 0.2626 0.3593
H -1.0158 1.6177 -1.3371
H -0.2880 -1.6540 0.1611
H -1.0430 2.3830 0.3269

Atom charges from the natural (NBO) analysis, given in e for atoms 1 to 2: -0.60 -0.71

***

4.
Below is a 2-piece molecular cluster, C4H6N2 overall, with properties calculated with wB97M-V/def2-TZVPD.

Properties
LUMO level   0.4 eV
Energy above the lowest of the compared OMol25 structures with the same formula, charge and spin   7.844 eV
HOMO   -0.334 Ha

Positions of all 12 atoms, in Å:
N 0.5987 0.9863 1.0723
N 2.3297 -1.0218 -1.3471
C 1.4647 -0.4483 -0.8348
C 0.3843 0.3218 -0.2543
C -0.7524 0.9581 -0.8025
C -0.3915 -0.1404 0.9518
H 1.4322 0.7574 1.6060
H -1.1221 0.3011 -1.6115
H 0.3147 1.9690 1.0400
H -1.4270 0.2040 1.0394
H -1.6204 -1.8960 -0.7379
H -1.2110 -1.9912 -0.1215

Atom charges from the natural (NBO) analysis, given in e for atoms 1 to 2: -0.56 -0.27

***

Number 1: orbital gap 5.6898 eV. Number 2: orbital gap 7.6487 eV. Number 3: orbital gap 10.0793 eV. Number 4: orbital gap 9.5073 eV.